C3H2N4O | wB97M-V/def2-TZVPD

SMILES: O=c1ccnnnn1
Frontier orbital gap, eV: 8.4
Electronic energy, hartree: -409.58092
ΔE to the lowest compared entry with this formula, charge and spin, eV: 4.008
Multiplicity: 1

Cartesian coordinates (Å):
H 0.92816 1.69417 0.70308
C 0.52280 0.94561 0.07002
N -0.68920 -1.72211 0.32190
O 2.44757 -0.65489 -0.62588
H -1.24990 1.70180 0.62564
N -1.50689 0.02102 -0.74537
N -1.43443 -1.16476 -0.64902
N 0.48284 -1.36855 0.51524
C 1.26117 -0.29573 -0.32086
C -0.76212 0.84342 0.10525

Forces on the atoms, in the same order (eV/Å):
H 1.1 0.7 -0.1
C 3.0 -1.1 0.1
N 1.5 0.0 1.6
O -5.8 2.6 0.7
H -0.4 -1.1 -0.7
N -0.7 3.8 0.7
N -0.4 -4.2 -1.9
N 0.1 0.0 -1.4
C 4.3 -3.1 1.1
C -2.6 2.4 -0.1

The natural (NBO) scheme yields these atomic charges, measured in e:
1 H 0.245
2 C -0.316
3 N -0.008
4 O -0.466
5 H 0.234
6 N -0.133
7 N 0.022
8 N -0.137
9 C 0.575
10 C -0.016

C4H5NO | wB97M-V/def2-TZVPD

SMILES: Cc1cocn1
Frontier orbital gap, eV: 10.2
Electronic energy, hartree: -285.35414
ΔE to the lowest compared entry with this formula, charge and spin, eV: 1.645
Multiplicity: 1

Cartesian coordinates (Å):
H 1.31336 1.27223 -1.36587
C 0.72892 0.35329 -1.44949
H 0.08640 -1.76813 -0.01087
H 1.42065 -0.45815 -1.71021
O -0.37893 -0.82578 1.80364
C -1.06067 0.29696 1.59849
C 0.39560 -0.96996 0.65343
C 0.10510 0.11276 -0.12442
H -1.74058 0.61084 2.37631
N -0.85333 0.90047 0.46593
H -0.01651 0.47547 -2.23694

Forces on the atoms, in the same order (eV/Å):
H 0.0 0.0 -0.2
C 0.0 0.2 -0.1
H 1.2 -1.6 0.6
H -0.3 0.2 0.1
O -0.6 -0.1 -0.3
C -0.1 0.3 0.0
C -0.8 0.2 -0.7
C 0.1 0.3 -0.1
H 0.1 0.1 0.0
N 0.3 0.4 0.5
H 0.1 0.1 0.0

The natural (NBO) scheme yields these atomic charges, measured in e:
1 H 0.237
2 C -0.651
3 H 0.221
4 H 0.228
5 O -0.409
6 C 0.378
7 C -0.107
8 C 0.173
9 H 0.193
10 N -0.491
11 H 0.229